1.
15
Properties=species:S:1:pos:R:3 method="wB97M-V/def2-TZVPD" gap_ev=9.08 total_energy_ev=-10416.404 relative_energy_kj_mol=443.8 e_homo_ev=-9.309 total_charge=0
O 0.71 -2.38 2.19
O 1.21 -1.64 -0.26
O -0.52 -0.50 2.09
C -0.46 1.97 -1.94
C -0.08 -1.48 2.69
C 0.58 -0.66 -0.69
C -0.46 0.03 -0.03
H -1.14 2.82 -1.85
H 0.72 -0.37 -1.75
H -0.38 0.98 0.48
H -0.97 1.11 -1.48
H -0.28 1.72 -2.98
H 0.91 -2.12 1.23
H 0.49 2.21 -1.44
H -0.32 -1.68 3.74

***

2.
12
Properties=species:S:1:pos:R:3 method="wB97M-V/def2-TZVPD" gap_ev=9.59 total_energy_ev=-22534.057 relative_energy_kj_mol=234.6 e_homo_ev=-8.925 total_charge=0
Cl 1.03 0.86 2.43
F -1.65 0.93 -1.79
O 0.69 -1.66 -0.50
C -0.78 0.31 -0.87
C 0.94 -1.19 0.73
C -0.19 -0.84 -1.30
C -0.61 1.01 0.40
C 0.57 0.08 0.95
H -0.25 -1.00 -2.36
H 0.11 1.94 0.09
H 1.71 -1.55 1.35
H -1.57 1.11 0.89

***

3.
48
Properties=species:S:1:pos:R:3 method="wB97M-V/def2-TZVPD" gap_ev=9.47 total_energy_ev=-36778.960 relative_energy_kj_mol=561.1 e_homo_ev=-9.364 total_charge=0
O -1.73 -3.96 -0.02
O -3.97 -1.16 -6.50
O 2.22 7.60 -4.33
O -0.33 0.61 -1.50
O 1.96 1.81 4.36
O -3.98 -3.64 5.71
N 4.00 6.09 -4.26
N 3.96 1.24 5.04
N 3.01 6.59 -2.43
N -4.12 -3.56 3.58
N -0.29 -5.70 -0.10
N -0.30 0.06 0.65
N -2.36 -2.83 4.35
N -3.00 0.42 -5.27
N -1.32 -5.07 -1.87
N 2.64 2.11 6.41
N -1.95 -1.38 -5.63
N 0.89 1.66 0.06
C -1.23 -4.89 -0.58
C -3.06 -0.74 -5.81
C 0.13 0.73 -0.36
C 2.79 1.75 5.18
C 2.98 6.73 -3.74
C -3.50 -3.33 4.67
H -5.05 -3.90 3.77
H 1.13 1.76 1.03
H -0.04 -6.53 -0.62
H 2.25 7.02 -1.92
H -0.93 -0.68 0.39
H -2.27 0.58 -4.59
H 0.10 -5.47 0.80
H 3.69 6.02 -1.95
H 3.45 2.11 7.00
H 4.21 6.44 -5.19
H -1.61 -2.80 5.03
H 1.68 2.24 6.72
H -1.83 -4.40 -2.43
H -3.80 0.96 -5.57
H -3.67 -3.25 2.73
H 4.73 5.65 -3.72
H -1.58 -2.16 -6.16
H -1.36 -1.09 -4.86
H 4.72 1.40 5.69
H 1.35 2.27 -0.60
H 0.09 0.06 1.58
H -2.13 -2.51 3.42
H -0.78 -5.80 -2.30
H 4.22 0.91 4.12

***

4.
14
Properties=species:S:1:pos:R:3 method="wB97M-V/def2-TZVPD" gap_ev=11.64 total_energy_ev=-6792.803 relative_energy_kj_mol=510.0 e_homo_ev=-15.110 total_charge=+1
N -0.22 -0.68 0.61
C 2.49 -0.53 0.00
C -1.71 1.49 0.14
C -1.17 -1.07 -0.57
C 2.45 0.65 -0.32
C -1.09 0.34 -0.03
H 2.40 -1.58 0.12
H 0.90 -0.44 0.45
H 2.73 1.65 -0.47
H -0.45 -0.85 1.59
H -2.04 -1.79 -0.40
H -2.54 1.82 -0.48
H -0.59 -1.17 -1.44
H -1.18 2.16 0.81

***

5.
130
Properties=species:S:1:pos:R:3 method="wB97M-V/def2-TZVPD" gap_ev=9.11 total_energy_ev=-119291.952 e_homo_ev=-8.841 total_charge=0
Cl -0.74 0.05 0.36
Cl 1.02 -0.57 -4.13
Cl -2.52 -2.80 -4.46
P 2.31 1.38 -0.15
P 2.77 3.22 0.90
O -5.26 3.65 3.52
O -0.40 1.10 -9.49
O 4.41 3.26 1.24
O 1.94 0.10 -11.23
O 1.87 3.52 2.07
O -2.07 3.30 3.37
O 1.68 -1.21 0.42
O -2.31 -1.74 6.75
O 0.50 -1.79 -9.06
O 0.13 -2.07 -1.54
O -3.37 5.70 4.78
O 2.53 4.46 -0.22
C -1.72 3.86 4.63
C -0.52 -2.72 -2.61
C -0.88 -0.09 -10.11
C -0.18 -2.56 -0.25
C 3.84 -0.52 1.18
C -6.37 3.11 4.19
C 1.01 1.19 -9.27
C -0.78 -0.70 -4.31
C 2.03 0.26 -12.63
C 2.21 1.80 4.59
C -1.94 -0.50 6.12
C 1.79 0.27 2.49
C -0.57 0.07 6.66
C 0.33 -1.40 0.73
C 0.04 -4.24 2.56
C 1.18 -4.06 1.48
C 1.78 0.93 5.85
C 1.83 1.35 -10.55
C -2.95 4.44 5.31
C -5.32 5.07 3.40
C -3.93 5.69 3.47
C 4.08 -1.78 2.09
C 0.67 -3.77 3.94
C 2.30 -0.10 1.06
C -1.36 0.72 -3.93
C 2.85 0.94 3.45
C 0.51 0.06 5.51
C 5.56 -1.76 2.65
C -1.72 -2.71 0.06
C -1.48 -1.74 -3.37
C -0.83 -1.32 -9.22
C -3.44 -2.26 6.03
C 0.74 -2.34 -7.79
C -1.01 3.38 2.43
C 0.03 -5.21 -0.46
C 0.68 -3.86 0.01
H -0.39 -0.26 -11.06
H -3.13 -3.11 5.36
H -0.96 4.64 4.51
H -0.78 1.10 7.03
H -0.20 -5.32 2.69
H -0.17 -0.55 7.49
H -6.17 2.06 4.38
H 2.60 0.22 6.10
H -0.93 -5.44 0.07
H -4.03 6.74 3.19
H 1.37 -0.60 3.06
H 3.32 -1.94 2.88
H -2.13 -3.73 -0.07
H 1.78 -5.01 1.50
H 0.20 -3.29 -7.67
H -1.10 -3.63 -2.36
H 4.66 4.09 1.66
H 1.66 -4.25 4.12
H -1.01 -0.87 -5.38
H -2.75 0.26 6.30
H -2.27 -2.06 -0.66
H -4.25 -2.60 6.71
H -0.96 1.03 -2.93
H 1.15 2.10 -8.68
H -3.89 -1.48 5.35
H 1.61 -3.73 -0.62
H 3.39 1.15 -1.07
H 4.50 0.35 1.41
H 6.29 -1.65 1.81
H 0.86 -0.98 5.28
H 1.36 2.10 -11.18
H -1.31 3.05 5.25
H 0.27 -3.05 -3.34
H -5.95 5.50 4.18
H 1.21 0.88 -13.01
H 3.00 0.69 -12.91
H 0.09 -1.68 1.77
H 3.37 4.65 -0.66
H -2.00 -2.34 1.07
H -6.53 3.61 5.15
H 0.01 0.42 4.57
H 1.81 -2.53 -7.70
H 1.85 -3.26 1.84
H -3.77 3.73 5.35
H 2.85 1.67 -10.29
H 1.94 -0.73 -13.08
H 0.95 1.00 2.38
H 0.45 -1.64 -7.00
H 1.35 2.42 4.25
H -2.19 -1.21 -2.70
H -1.27 -1.07 -8.24
H -0.20 2.71 2.71
H -1.04 1.51 -4.66
H -3.25 5.24 2.75
H -5.76 5.30 2.42
H 4.12 -0.84 0.14
H -2.47 0.70 -3.90
H -0.06 -5.33 -1.56
H 1.60 1.66 6.67
H -1.89 -0.66 5.01
H -2.68 4.66 6.35
H 4.03 -2.67 1.42
H -1.42 -2.12 -9.68
H 0.89 -2.67 3.85
H 3.39 0.10 3.96
H -0.01 -3.96 4.81
H -0.86 -3.61 2.41
H -1.93 0.12 -10.33
H -0.64 4.41 2.35
H -7.27 3.20 3.57
H 1.37 0.37 -8.66
H 3.63 1.54 2.94
H 0.73 -6.03 -0.12
H 3.01 2.49 4.98
H 5.73 -2.76 3.11
H -1.41 3.09 1.46
H 5.70 -0.95 3.41

***

6.
13
Properties=species:S:1:pos:R:3 method="wB97M-V/def2-TZVPD" gap_ev=9.05 total_energy_ev=-6320.683 relative_energy_kj_mol=432.8 e_homo_ev=-8.599 total_charge=0
O -0.59 -1.26 -0.64
C -0.55 0.01 1.48
C 1.23 -0.58 -1.14
C -0.62 0.10 -0.04
C 0.59 0.75 -0.73
H -0.67 1.01 1.93
H 1.24 1.32 -0.04
H 0.34 -1.60 -0.33
H -1.34 -0.64 1.87
H -1.57 0.53 -0.36
H 0.43 -0.39 1.79
H 0.28 1.42 -1.55
H 1.24 -0.68 -2.24